# C17H68O17

A 17-piece molecular cluster, C17H68O17 overall in a non-equilibrium geometry (ωB97M-V with the def2-TZVPD basis set, the OMol25 dataset).

ORCA input file:
```
! RIJCOSX wB97M-V def2-TZVPD def2/J DEFGRID3
* xyz 0 1
C 2.25700 4.90108 1.90788
O 1.41821 3.90239 2.29998
H 3.25176 4.60228 2.18379
H 2.15584 5.04484 0.83094
H 2.05133 5.87821 2.45672
H 0.52059 4.05603 2.00499
C -3.01263 -1.89578 2.99422
O -3.54135 -3.16336 2.98798
H -2.05260 -1.82806 2.47812
H -3.69884 -1.17451 2.63090
H -2.82653 -1.57232 4.02770
H -3.16374 -3.67883 3.74255
C 3.33790 0.78721 2.91095
O 2.75484 1.51357 1.88395
H 4.13630 1.43097 3.33531
H 2.69444 0.31841 3.67146
H 3.91185 -0.03607 2.41426
H 2.27677 2.27857 2.20575
C -1.86228 -4.61719 -0.39469
O -0.83662 -3.54034 -0.25468
H -2.51122 -4.42434 0.46302
H -2.34301 -4.48510 -1.37402
H -1.46817 -5.64032 -0.40569
H -0.46906 -3.36943 -1.12821
C 1.70588 -2.99570 2.22820
O 0.94479 -4.17192 2.15734
H 1.21551 -2.22449 2.91202
H 2.74362 -3.17974 2.56402
H 1.87441 -2.51033 1.29732
H 0.32750 -4.06445 1.39215
C -3.53392 -1.19564 -0.61326
O -3.07603 0.01744 -1.16940
H -3.76548 -1.25757 0.44577
H -4.36501 -1.52514 -1.20987
H -2.75266 -1.96695 -0.78453
H -2.20901 0.31244 -0.82416
C -3.67495 3.24038 1.41881
O -3.66845 1.86486 1.68819
H -4.14378 3.74520 2.27637
H -2.68945 3.69127 1.29470
H -4.29833 3.51371 0.58908
H -3.47336 1.40967 0.83936
C 4.67932 -2.27997 -1.26914
O 4.20811 -2.72685 -2.51286
H 5.54053 -1.60349 -1.23303
H 3.81922 -1.71047 -0.83150
H 4.81252 -3.14494 -0.61947
H 4.14313 -1.99816 -3.15569
C -0.44905 0.68001 4.12471
O -0.71154 1.64145 2.99026
H 0.55204 0.86152 4.50452
H -1.16455 0.81052 4.90928
H -0.49957 -0.37178 3.72566
H -1.64426 1.63476 2.83517
C -3.01176 3.96277 -4.36339
O -2.92972 4.83923 -3.25023
H -3.90174 3.33272 -4.16516
H -3.08549 4.55234 -5.27620
H -2.14074 3.30995 -4.47514
H -2.06962 5.26537 -3.16288
C -3.36595 0.02924 -4.54809
O -2.35437 -0.57360 -3.72768
H -4.27867 0.36193 -4.00096
H -2.90234 0.87075 -5.05865
H -3.67697 -0.66047 -5.35156
H -2.57205 -0.31641 -2.80782
C 1.06160 -1.90069 -3.28245
O -0.21824 -2.36530 -2.76332
H 1.78609 -2.16423 -2.53172
H 1.32581 -2.31844 -4.22866
H 1.12660 -0.80775 -3.35008
H -0.97564 -2.19550 -3.38913
C 0.07098 3.53898 -1.59304
O -1.15132 3.88187 -0.92044
H 0.47805 2.66003 -1.11178
H -0.08229 3.37616 -2.65686
H 0.76192 4.41109 -1.55989
H -1.84169 3.66149 -1.55622
C 4.89750 1.65049 -0.33448
O 3.66640 0.96992 -0.59703
H 4.63646 2.72222 -0.29447
H 5.31845 1.46755 0.65580
H 5.60000 1.48674 -1.15104
H 3.09972 1.21492 0.13800
C 3.27681 1.01741 -4.35576
O 3.80022 0.22116 -3.32661
H 4.13332 1.56670 -4.80583
H 2.72234 0.42305 -5.05679
H 2.66764 1.77362 -3.93275
H 3.49692 0.52881 -2.47012
C 0.15492 -0.42831 0.12213
O -0.66364 0.76564 0.07872
H -0.39887 -1.33551 0.33716
H 0.53206 -0.51443 -0.86518
H 0.95622 -0.30351 0.84572
H -0.76319 1.04545 0.98841
C -0.82909 -4.76422 4.67281
O -2.06261 -4.42313 5.24372
H -0.83531 -5.70852 4.10651
H -0.49108 -4.01932 3.96130
H -0.03525 -4.79818 5.44574
H -2.36032 -5.09363 5.88219
*
```

**Orbital gap**: 10.00 eV
**HOMO level**: -9.5 eV
**Energy relative to the best compared isomer or geometry (same formula, charge and spin)**: 11.9 kcal per mole
**LUMO energy**: 0.512 eV
**Total energy**: -53532.626 eV

# CH12N2O3

A 5-piece molecular cluster, CH12N2O3 overall in a non-equilibrium geometry (ωB97M-V with the def2-TZVPD basis set, the OMol25 dataset).

ORCA input file:
```
! RIJCOSX wB97M-V def2-TZVPD def2/J DEFGRID3
* xyz 0 1
N 2.77962 0.36583 0.67001
C 2.53706 -0.62901 -0.34497
N 1.38342 -1.38408 -0.12073
H 3.04143 0.01105 1.57956
H 1.95429 0.96762 0.72616
H 3.41462 -1.29053 -0.46157
H 2.40204 -0.11639 -1.30103
H -1.37044 -1.63102 -0.08608
H 1.39684 -1.71852 0.86287
H 0.20423 0.32067 -0.31528
H -1.42736 -1.51903 0.64904
O 0.23161 1.28411 -0.29494
H -0.73995 1.47439 -0.05180
H -2.51139 2.38407 0.62523
O -2.15852 1.52666 0.35807
H -4.44568 -0.32523 -0.80218
H -3.13182 0.47192 -0.54561
O -3.56001 -0.19253 -1.14675
*
```

**Orbital gap**: 3.50 eV
**HOMO level**: -8.8 eV
**Energy relative to the best compared isomer or geometry (same formula, charge and spin)**: 188.7 kcal per mole
**LUMO energy**: -5.249 eV
**Total energy**: -10346.579 eV

# C2H8

A 2-piece molecular cluster, C2H8 overall (ωB97M-V with the def2-TZVPD basis set, the OMol25 dataset).

ORCA input file:
```
! RIJCOSX wB97M-V def2-TZVPD def2/J DEFGRID3
* xyz 0 1
C -3.21261 -1.23321 -1.57197
H -3.58776 -1.50106 -0.57321
H -3.85463 -0.45397 -2.00855
H -3.22407 -2.12274 -2.21896
H -2.18311 -0.85501 -1.48768
C 3.21260 1.23318 1.57218
H 3.54136 1.08761 2.61176
H 3.93231 0.75784 0.88949
H 3.15505 2.30956 1.35285
H 2.22084 0.77783 1.43408
*
```

**Orbital gap**: 14.48 eV
**HOMO level**: -13.4 eV
**SMILES**: C.C
**Energy relative to the best compared isomer or geometry (same formula, charge and spin)**: 0.4 kcal per mole
**LUMO energy**: 1.124 eV
**Total energy**: -2203.618 eV

# C2H10N2

A 2-piece molecular cluster, C2H10N2 overall in a non-equilibrium geometry (ωB97M-V with the def2-TZVPD basis set, the OMol25 dataset).

ORCA input file:
```
! RIJCOSX wB97M-V def2-TZVPD def2/J DEFGRID3
* xyz 0 1
N -0.36766 -1.61890 -0.07138
C 0.14639 -0.53486 -0.91882
N 1.51201 -0.83440 -1.22278
H -1.25085 -1.31044 0.31268
H -0.56667 -2.42839 -0.64328
H 0.01058 0.38757 -0.33137
H -0.55995 -0.41403 -1.74937
H 2.08402 -0.07906 -1.50006
H 1.90196 -1.26611 -0.39855
C -1.06460 2.56146 1.90006
H -0.57725 2.95847 1.01330
H -1.10013 1.47563 1.78868
H -0.51317 2.81157 2.80189
H -2.07918 2.91344 1.96377
*
```

**Orbital gap**: 10.08 eV
**HOMO level**: -9.1 eV
**SMILES**: NCN.C
**Energy relative to the best compared isomer or geometry (same formula, charge and spin)**: 8.5 kcal per mole
**LUMO energy**: 0.978 eV
**Total energy**: -5215.984 eV

# CH4I2N3

CH4I2N3 as an isolated structure in a non-equilibrium geometry (ωB97M-V with the def2-TZVPD basis set, the OMol25 dataset).

ORCA input file:
```
! RIJCOSX wB97M-V def2-TZVPD def2/J DEFGRID3
* xyz 1 1
C 0.59787 -0.15478 0.92182
N -0.37557 0.25025 -1.77693
N 1.72721 -0.04995 0.72498
N -0.64779 -0.19043 1.04478
I 1.11444 1.17846 -2.88430
I -2.29184 1.03034 -1.80835
H -0.32360 -0.70934 -2.04268
H 2.69761 -0.10965 0.33039
H -1.15425 0.57825 0.30894
H -1.24375 -0.37961 1.85205
*
```

**Orbital gap**: 7.89 eV
**HOMO level**: -12.8 eV
**Energy relative to the best compared isomer or geometry (same formula, charge and spin)**: 49.2 kcal per mole
**LUMO energy**: -4.935 eV
**Total energy**: -21763.659 eV